A molecular structure, C2H6DyFO2 at a distorted geometry. Source: the Open Molecules 2025 dataset; level of theory: wB97M-V/def2-TZVPD.

```
12
Properties=species:S:1:pos:R:3:forces:R:3:mulliken_spin:R:1
F 1.18770 0.66845 1.24938 -0.65 -1.12 1.86 -0.0024
Dy 0.48575 -0.60269 3.11785 -3.02 2.74 -3.93 4.8999
O -1.44694 -0.04256 2.23595 3.90 -1.29 2.34 0.0977
H -2.08783 -0.62726 1.82821 -0.57 -0.33 -0.09 -0.0036
C 0.61789 -0.65847 -1.69429 0.76 0.36 -1.28 0.0000
O -0.14047 -0.45233 -0.49871 -2.10 1.54 4.07 0.0100
C -0.24346 0.77385 0.01523 1.71 0.26 -4.97 -0.0016
H 1.66974 -0.40339 -1.50847 -0.32 -0.15 0.03 0.0000
H 0.50799 -1.71465 -1.95191 -0.05 0.30 0.14 0.0000
H 0.22538 -0.02084 -2.49514 0.03 -0.21 0.17 -0.0001
H -0.07753 1.45176 -0.82869 1.73 0.06 -0.45 -0.0006
H -0.69823 1.62813 0.53058 -1.40 -2.16 2.10 0.0008
```
Positions in Å, forces in eV/Å.

Results
<S²>: 9.37
gap between HOMO and LUMO (alpha / beta): 0.318 / 0.268 Ha
charge: +2
spin multiplicity: 6

2 unconnected molecules or ions with the total composition C4H13NOS at a distorted geometry. Source: the Open Molecules 2025 dataset; level of theory: wB97M-V/def2-TZVPD.

```
20
Properties=species:S:1:pos:R:3:forces:R:3:mulliken_spin:R:1
C -0.79469 2.14865 0.16327 0.87 0.62 0.43 0.0331
C -0.11647 0.77704 0.07210 -0.17 -0.57 -0.41 -0.0061
C 0.35267 0.22994 1.44523 -0.89 0.69 -0.48 0.0491
C 0.14132 -1.24914 1.48083 0.98 -1.72 0.36 -0.0280
S 1.09181 -2.24082 0.22562 -1.46 1.03 -0.14 0.6996
N -1.04778 -0.13614 -0.62257 0.82 0.08 -0.12 0.2563
H -1.85720 2.16191 0.40505 -0.12 -0.64 -0.12 0.0037
H -0.35977 2.73203 0.98178 0.26 0.11 -0.34 0.0009
H -0.66415 2.67527 -0.77916 -0.03 0.16 0.04 -0.0004
H 0.77841 0.72481 -0.56128 -0.21 0.71 -0.05 -0.0129
H -0.32069 0.71558 2.16151 0.39 -0.43 0.45 -0.0014
H 1.38564 0.50847 1.64400 -0.09 0.17 0.03 0.0002
H -0.90523 -1.51081 1.38729 0.05 -0.20 -0.06 -0.0114
H 0.58464 -1.78156 2.33138 -0.32 0.69 0.58 0.0352
H -0.04340 -2.67501 -0.35121 0.20 -0.30 -0.21 -0.0156
H -1.11994 0.15384 -1.59297 0.01 -0.28 -0.07 -0.0022
H -1.97878 -0.09611 -0.23651 -0.34 -0.15 0.19 -0.0056
H 0.94793 -0.79965 -3.13110 0.79 -0.31 0.58 -0.0001
H 2.06605 -1.22679 -2.05141 -0.31 0.19 0.48 -0.0035
O 1.85964 -1.11152 -2.97184 -0.43 0.16 -1.13 0.0093
```
Positions in Å, forces in eV/Å.

Results
<S²>: 0.76
gap between HOMO and LUMO (alpha / beta): 0.416 / 0.202 Ha
charge: +1
spin multiplicity: 2